{
  "formula": "C5H8O",
  "method": "ωB97M-V with the def2-TZVPD basis set",
  "de_lowest_ev": 6.6817,
  "orbital_gap_ha": 0.34486,
  "energy_ha": -270.3123,
  "lumo_ev": 0.0,
  "species": ["O", "C", "C", "C", "C", "C", "H", "H", "H", "H", "H", "H", "H", "H"],
  "xyz": [[-0.87416, 1.87863, 0.12639], [-0.88610, 0.65115, 0.54786], [-1.04993, -0.77557, -0.36109], [0.33474, -1.29112, -0.07095], [1.20559, -0.24938, -0.72490], [0.46884, 0.08321, 0.51634], [0.44838, 2.06524, 0.71753], [-1.45097, 0.42358, 1.46630], [-1.21529, -0.48186, -1.39851], [-1.87250, -1.33902, 0.07675], [0.60770, -2.28069, 0.27298], [0.92867, 0.17318, -1.69074], [2.27467, -0.35338, -0.55013], [1.08035, 1.49602, 1.07218]],
  "forces_ev_per_angstrom": [[0.15, 0.02, 0.12], [0.16, 0.05, 0.15], [-0.26, -0.27, -0.21], [-0.08, -0.29, 0.02], [0.10, 0.07, -0.10], [0.03, 0.35, 0.04], [-0.20, -0.06, -0.10], [0.08, 0.03, -0.13], [0.04, -0.06, 0.14], [0.13, 0.09, -0.07], [-0.03, 0.17, -0.05], [0.02, -0.07, 0.15], [-0.17, 0.02, 0.01], [0.02, -0.05, 0.03]],
  "lowdin_charge": [-0.11, -0.48, -0.03, -0.17, -0.08, -0.17, 0.14, 0.15, 0.12, 0.12, 0.13, 0.12, 0.12, 0.14]
}